[1]
Computed, not measured: C5H10N2 in the gas phase, with ωB97M-V/def2-TZVPD.

Properties
* HOMO-LUMO gap: 10.2 eV
* energy relative to the best compared isomer or geometry (same formula, charge and spin): 47.43 kcal/mol
* net charge: 0
* largest force on an atom: 0.52 eV/A
* SMILES: CC/N=C/[C@H]1CN1

Each line ends with the natural charge from an NBO analysis.
Atoms and positions in Å:
C: -2.260 -0.097 -0.083  -0.605
C: -1.459 0.391 -1.304  -0.238
N: -0.145 0.600 -0.728  -0.435
C: 0.576 -0.436 -0.631  0.118
C: 1.426 -0.605 0.578  -0.164
C: 2.539 0.294 0.955  -0.238
N: 1.250 0.406 1.613  -0.572
H: -3.342 -0.046 -0.214  0.210
H: -1.984 0.507 0.790  0.220
H: -1.970 -1.129 0.153  0.202
H: -1.466 -0.368 -2.104  0.172
H: -1.862 1.328 -1.695  0.197
H: 0.419 -1.321 -1.267  0.154
H: 1.403 -1.633 0.940  0.208
H: 3.333 -0.097 1.584  0.199
H: 2.832 1.050 0.231  0.198
H: 0.709 1.158 1.181  0.375

[2]
Computed, not measured: a molecular structure, C17H32N3OPReSi, with ωB97M-V/def2-TZVPD.

Properties
* HOMO-LUMO gap (spin up / spin down): 6.0 / 6.7 eV
* 2S+1: 4
* energy relative to the best compared isomer or geometry (same formula, charge and spin): 0.59 kcal/mol
* net charge: 0
* largest force on an atom: 2.98 eV/A

Each line ends with the Mulliken spin population.
Atoms and positions in Å:
Re: -0.163 -0.152 -0.117  2.234
Si: -1.819 -1.489 -1.079  -0.001
P: 1.402 -1.573 -0.936  -0.020
N: 0.250 0.993 -1.445  0.327
H: -0.565 -0.721 3.468  0.022
C: 3.176 -1.485 -0.490  0.021
H: 3.725 -2.257 -1.050  0.001
H: 3.308 -1.661 0.583  0.000
H: 3.596 -0.505 -0.739  -0.001
C: 1.163 -3.363 -0.640  0.005
H: 2.013 -3.884 -1.106  -0.003
H: 0.226 -3.711 -1.080  0.003
H: 1.155 -3.568 0.435  0.001
C: 1.611 -1.550 -2.770  0.015
H: 2.264 -2.386 -3.059  0.000
H: 2.081 -0.612 -3.080  0.000
H: 0.649 -1.641 -3.281  -0.003
C: -2.529 -2.674 0.216  0.064
H: -2.782 -2.195 1.169  -0.019
H: -1.856 -3.510 0.412  -0.004
H: -3.463 -3.052 -0.217  0.002
H: -3.072 -0.748 -1.391  0.019
H: -1.589 -2.254 -2.338  0.002
C: 0.280 1.783 -2.531  -0.128
C: 1.100 3.755 -3.712  -0.085
C: 1.118 2.942 -2.591  0.151
C: -0.616 1.534 -3.619  0.176
C: -0.616 2.366 -4.729  -0.075
C: 0.245 3.469 -4.791  0.164
H: 1.760 4.624 -3.766  -0.004
H: 1.752 3.141 -1.722  0.000
H: -1.289 0.672 -3.533  0.011
H: -1.290 2.148 -5.558  -0.003
H: 0.246 4.102 -5.679  0.013
C: 0.372 -1.139 3.046  -0.016
O: 0.490 -0.664 1.721  0.118
C: 1.528 -0.536 3.849  -0.005
H: 1.869 -1.219 4.635  0.001
H: 1.154 0.378 4.329  0.000
H: 2.377 -0.272 3.203  -0.003
C: 0.232 -2.657 3.168  0.018
H: 1.221 -3.135 3.230  0.000
H: -0.360 -3.113 2.358  0.001
H: -0.297 -2.860 4.110  0.002
C: -2.586 0.456 2.957  0.000
C: -2.670 1.156 1.654  0.008
N: -1.899 1.132 0.571  -0.009
C: -2.478 1.998 -0.381  0.007
C: -3.615 2.514 0.156  -0.006
N: -3.723 1.985 1.430  0.007
H: -1.726 0.817 3.544  0.000
H: -3.495 0.722 3.505  0.001
H: -2.556 -0.631 2.830  -0.005
H: -2.050 2.100 -1.370  -0.002
H: -4.359 3.151 -0.297  0.000
H: -4.484 2.112 2.085  0.000

[3]
Computed, not measured: 2 unconnected molecules or ions with the total composition H2N2O4S, with ωB97M-V/def2-TZVPD.

Properties
* HOMO-LUMO gap: 6.1 eV
* energy relative to the best compared isomer or geometry (same formula, charge and spin): 36.71 kcal/mol
* net charge: -2
* largest force on an atom: 3.19 eV/A

Each line ends with the natural charge from an NBO analysis.
Atoms and positions in Å:
N: 0.571 -1.019 -1.470  -0.138
N: 0.731 0.655 -0.284  -1.007
O: -0.192 -0.828 -2.515  -0.630
O: 0.467 -0.814 1.775  -1.084
O: -0.037 1.636 1.885  -1.081
O: -1.531 0.131 0.664  -1.077
S: -0.173 0.377 1.114  2.424
H: 0.101 -1.484 -0.608  0.289
H: 0.063 1.346 -0.560  0.305

[4]
Computed, not measured: 7 unconnected molecules or ions with the total composition C25H36BF18O12, with ωB97M-V/def2-TZVPD.

Properties
* HOMO-LUMO gap: 5.3 eV
* net charge: -1
* largest force on an atom: 6.63 eV/A

Each line ends with the Mulliken charge.
Atoms and positions in Å:
B: 3.642 -2.983 3.102  0.351
C: 4.591 -3.020 1.724  -0.764
H: 4.265 -3.296 4.038  -0.321
H: 3.077 -1.915 3.237  -0.261
H: 2.797 -3.845 2.918  -0.236
H: 5.257 -3.927 1.832  0.216
H: 5.259 -2.113 1.632  0.147
H: 3.897 -3.143 0.841  -0.014
C: 1.215 -0.885 -0.415  -0.993
C: 2.263 -1.404 -1.376  0.240
O: 1.664 -1.745 -2.648  -0.374
C: 1.452 -0.738 -3.491  0.449
O: 1.715 0.413 -3.275  -0.529
C: 0.860 -1.267 -4.799  0.754
F: -0.132 -2.152 -4.591  -0.217
F: 1.789 -1.895 -5.547  -0.257
F: 0.344 -0.295 -5.567  -0.273
H: 0.399 -1.602 -0.315  0.210
H: 1.652 -0.705 0.569  0.387
H: 0.777 0.049 -0.774  0.279
H: 2.699 -2.320 -0.979  0.051
H: 3.078 -0.691 -1.509  0.255
C: 4.987 -2.018 -6.292  -0.917
C: 6.439 -2.094 -5.871  -0.260
O: 6.841 -0.886 -5.205  -0.343
C: 6.505 -0.793 -3.910  0.412
O: 5.906 -1.629 -3.300  -0.502
C: 7.034 0.515 -3.318  0.850
F: 6.801 1.570 -4.122  -0.261
F: 8.367 0.463 -3.122  -0.262
F: 6.479 0.800 -2.137  -0.218
H: 4.809 -1.127 -6.898  0.314
H: 4.705 -2.900 -6.868  0.399
H: 4.330 -1.949 -5.424  0.161
H: 7.074 -2.187 -6.753  0.307
H: 6.631 -2.965 -5.242  0.322
C: 2.923 -3.769 10.271  -1.104
C: 3.126 -2.341 9.803  -0.203
O: 3.777 -2.310 8.528  -0.315
C: 2.984 -2.510 7.457  0.142
O: 1.804 -2.709 7.520  -0.516
C: 3.795 -2.404 6.162  1.027
F: 4.962 -3.076 6.245  -0.279
F: 4.107 -1.121 5.884  -0.296
F: 3.137 -2.884 5.111  -0.137
H: 3.873 -4.309 10.273  0.292
H: 2.501 -3.788 11.277  0.369
H: 2.251 -4.309 9.603  0.312
H: 3.781 -1.816 10.499  0.308
H: 2.183 -1.791 9.769  0.312
C: -3.038 -3.666 -3.426  -1.078
C: -3.989 -2.513 -3.177  -0.162
O: -4.442 -2.504 -1.814  -0.334
C: -3.604 -1.953 -0.924  0.357
O: -2.534 -1.489 -1.192  -0.452
C: -4.229 -1.965 0.473  0.871
F: -4.794 -3.150 0.769  -0.259
F: -5.199 -1.033 0.585  -0.264
F: -3.336 -1.712 1.432  -0.226
H: -3.498 -4.613 -3.135  0.332
H: -2.762 -3.715 -4.480  0.369
H: -2.127 -3.560 -2.835  0.257
H: -4.878 -2.632 -3.798  0.327
H: -3.537 -1.555 -3.440  0.266
C: -3.772 2.763 0.536  -1.077
C: -2.892 3.465 -0.478  -0.111
O: -1.813 4.154 0.175  -0.364
C: -0.760 3.397 0.516  0.354
O: -0.678 2.221 0.316  -0.463
C: 0.330 4.259 1.155  0.885
F: -0.167 5.118 2.066  -0.252
F: 0.975 5.002 0.233  -0.270
F: 1.256 3.527 1.780  -0.231
H: -4.123 3.469 1.291  0.284
H: -4.635 2.309 0.048  0.266
H: -3.220 1.981 1.061  0.419
H: -3.472 4.222 -1.005  0.241
H: -2.510 2.770 -1.230  0.289
C: -8.006 7.795 -0.660  -1.098
C: -8.693 6.466 -0.426  -0.210
O: -8.275 5.495 -1.400  -0.340
C: -7.105 4.892 -1.160  0.388
O: -6.406 5.110 -0.212  -0.485
C: -6.810 3.855 -2.245  0.871
F: -7.044 4.327 -3.483  -0.272
F: -7.573 2.756 -2.102  -0.269
F: -5.534 3.448 -2.224  -0.183
H: -8.170 8.136 -1.685  0.306
H: -8.386 8.551 0.029  0.364
H: -6.927 7.711 -0.520  0.311
H: -9.771 6.582 -0.547  0.316
H: -8.521 6.096 0.587  0.315

Q: Number 3 is which compound?
A: H2N2O4S